Entry from the Open Molecules 2025 dataset: a molecular structure, C34H26CaClN5O4 (ωB97M-V/def2-TZVPD).

Last column: Mulliken charge in e.
CARTESIAN COORDINATES (ANGSTROEM)
1 Ca -0.4830 0.0644 0.1576  2.580
2 Cl -4.4903 2.9565 0.8126  -0.208
3 O -0.9162 -1.4575 2.2267  0.374
4 O -2.1515 1.1830 1.5037  -0.529
5 O -2.7569 -0.3796 0.0400  -0.758
6 O 1.1190 0.0893 -1.3006  -0.505
7 N 0.1023 -2.2372 -0.1423  0.450
8 N 0.0621 2.5122 0.4141  0.820
9 N 1.3387 0.5501 1.7682  0.462
10 N 0.8551 -2.8178 -0.9830  -0.915
11 N -1.3497 1.6111 -1.6829  0.443
12 C -1.1305 -2.7686 1.8872  0.596
13 C -1.8167 -3.6572 2.7040  -0.906
14 C 2.3517 -4.4435 -2.6465  -0.301
15 C -0.8077 -4.5098 0.2698  -0.386
16 C 2.5339 2.1245 3.0981  -1.126
17 C 3.0780 -0.1947 3.2254  -1.078
18 C 3.1584 -2.4908 -3.8043  0.823
19 C 3.3016 1.1067 3.6378  -0.488
20 C 1.5554 1.8088 2.1628  0.451
21 C 3.2066 -1.0633 -3.9521  -0.963
22 C 2.5315 -0.2384 -3.1313  -1.028
23 C 0.5954 4.1380 2.0708  -1.199
24 C 0.7061 2.8661 1.5253  1.049
25 C -1.4229 2.9208 -1.4359  0.278
26 C -2.7918 3.2672 -3.3642  -0.544
27 C -2.7149 1.9086 -3.6190  -0.926
28 C 2.3686 -3.0395 -2.7790  0.905
29 C -1.9980 -4.9734 2.2963  -0.698
30 C -4.4102 1.1711 0.7047  -0.632
31 C -2.9923 0.6256 0.7597  0.754
32 C -0.6030 -3.1969 0.6625  0.082
33 C 2.0860 -0.4209 2.2869  -0.404
34 C -0.8423 4.7060 0.2545  -1.256
35 C 3.8561 -4.6897 -4.5226  -0.547
36 C -1.4272 -1.0025 3.4711  -1.265
37 C 3.8913 -3.3261 -4.6652  -0.800
38 C -0.7011 3.4055 -0.2137  1.289
39 C 3.0760 -5.2431 -3.4967  -0.745
40 C -1.9836 1.1240 -2.7450  -0.423
41 C -1.4995 -5.3998 1.0780  -0.874
42 C -2.1376 3.7825 -2.2600  -0.988
43 C 1.6086 -2.1592 -1.9016  -0.204
44 C 1.7028 -0.7424 -2.0530  -0.125
45 C -0.1914 5.0684 1.4173  -0.756
46 H -4.8915 0.8701 -0.2195  0.343
47 H 1.7626 -4.8857 -1.8569  0.380
48 H -3.3568 3.9206 -4.0160  0.436
49 H -2.1897 4.8392 -2.0476  0.334
50 H 3.8153 -0.6557 -4.7526  0.339
51 H -2.2149 -3.3324 3.6529  0.430
52 H 2.5728 0.8382 -3.2365  0.459
53 H 1.0889 4.3933 2.9964  0.358
54 H -4.9700 0.7773 1.5516  0.348
55 H -1.6517 -6.4189 0.7487  0.390
56 H -3.2108 1.4604 -4.4682  0.418
57 H 3.6581 -1.0219 3.6093  0.449
58 H 1.8732 -1.4203 1.9237  0.434
59 H -1.1815 0.0527 3.5248  0.196
60 H -1.9037 0.0531 -2.8948  0.491
61 H -0.3051 6.0664 1.8194  0.431
62 H 4.4228 -5.3289 -5.1865  0.383
63 H 3.0434 -6.3181 -3.3682  0.397
64 H -0.9669 -1.5509 4.2962  0.428
65 H 4.4884 -2.8692 -5.4464  0.370
66 H -2.5127 -1.1151 3.5040  0.444
67 H -0.4191 -4.8208 -0.6894  0.452
68 H -2.5395 -5.6563 2.9377  0.398
69 H -1.4703 5.4179 -0.2582  0.321
70 H 4.0721 1.3322 4.3636  0.415
71 H 2.7107 3.1501 3.3855  0.378

Results
- maximum force (eV Å⁻¹) = 0.9
- calculated total energy (Eh) = -3023.987630
- highest occupied orbital energy (eV) = -6.926
- orbital gap (eV) = 6.8